The following is a DFT calculation (ωB97M-V/def2-TZVPD) of the molecule C24H34N2O5.

XYZ file:
```
65
C24H34N2O5 ωB97M-V/def2-TZVPD
C -6.23 -4.02 1.26
H -6.24 -5.06 0.93
C -6.29 -3.09 0.05
C -6.29 -1.62 0.47
C -6.35 -0.68 -0.73
C -6.43 0.80 -0.35
C -5.13 1.34 0.22
H -5.27 2.39 0.53
O -4.14 1.26 -0.78
C -2.88 1.65 -0.50
C -2.45 2.16 0.72
C -1.13 2.53 0.90
C -0.22 2.38 -0.13
C -0.63 1.87 -1.36
C -1.95 1.51 -1.54
H -2.29 1.12 -2.48
H 0.08 1.76 -2.16
N 1.15 2.74 0.06
C 1.89 2.32 1.15
O 1.45 1.75 2.11
C 3.35 2.70 0.88
N 4.20 1.60 0.46
C 3.73 0.77 -0.63
C 2.79 -0.37 -0.21
H 2.55 -0.99 -1.08
C 3.44 -1.22 0.88
C 4.59 -2.04 0.32
O 5.69 -2.13 0.81
O 4.22 -2.71 -0.77
C 5.20 -3.53 -1.40
C 6.09 -2.71 -2.32
H 6.79 -3.37 -2.84
H 5.49 -2.18 -3.06
H 6.66 -1.99 -1.74
H 4.64 -4.28 -1.97
H 5.81 -4.02 -0.63
C 3.91 -0.33 2.03
C 4.80 0.80 1.51
H 5.10 1.45 2.32
H 5.71 0.35 1.08
H 4.47 -0.92 2.75
H 3.04 0.09 2.53
H 2.71 -1.95 1.25
H 1.85 0.04 0.18
H 3.24 1.39 -1.38
H 4.62 0.33 -1.10
C 3.23 3.74 -0.24
C 1.86 3.52 -0.84
O 1.43 3.95 -1.87
H 4.02 3.64 -0.99
H 3.27 4.76 0.16
H 3.79 3.11 1.79
H -0.80 2.92 1.85
H -3.14 2.28 1.54
H -4.82 0.76 1.10
H -7.23 0.95 0.38
H -6.67 1.38 -1.25
H -7.22 -0.94 -1.33
H -5.46 -0.83 -1.35
H -5.39 -1.42 1.06
H -7.15 -1.43 1.12
H -7.20 -3.29 -0.52
H -5.44 -3.27 -0.60
H -5.33 -3.84 1.83
H -7.09 -3.86 1.91
```

Values from the calculation:
Energy: -1420.6924 Eh
Energy above the lowest of the compared OMol25 structures with the same formula, charge and spin: 120.6 kJ/mol
Gap between HOMO and LUMO: 9.168 eV
Spin multiplicity: 1
LUMO level: 0.7577 eV